No. 1
This record from the OMol25 dataset describes a structure of composition C17H18BCdN7O3S. The level of theory is the ωB97M-V functional and the def2-TZVPD basis.

Results
F_max = 2.26 eV/Å
DFT total energy = -50570.5092 eV
energy above the lowest of the compared OMol25 structures with the same formula, charge and spin = 0.0000 eV
lowest unoccupied orbital energy = -0.98 eV
HOMO-LUMO gap = 7.35 eV
2S+1 = 1

Each line ends with the natural charge from an NBO analysis.
Cartesian coordinates (Å):
H1 -2.474 -0.147 1.962  0.2345
N1 -2.139 -0.146 -0.133  -0.4429
B1 -2.228 -0.718 -2.644  0.5755
N2 -2.775 -0.756 -1.187  -0.3109
C1 -3.914 -1.333 -0.747  0.0174
Cd1 -1.199 1.942 0.149  1.6658
H2 -4.596 -1.798 -1.441  0.2295
C2 -3.972 -1.173 0.638  -0.3565
H3 -4.728 -1.532 1.303  0.2317
C3 -2.826 -0.454 0.988  -0.0495
H4 -3.121 -0.978 -3.408  -0.0509
C4 2.814 -0.869 1.354  -0.8494
H5 3.901 -0.912 1.406  0.2046
H6 2.528 0.025 0.791  0.2140
H7 2.450 -1.753 0.831  0.2191
N3 -1.154 -1.866 -2.847  -0.3581
N4 -1.742 0.739 -2.947  -0.3159
N5 -0.084 -1.984 -1.985  -0.2863
N6 -1.040 1.574 -2.085  -0.4561
C5 -1.152 -2.912 -3.716  -0.0333
C6 -1.981 1.404 -4.101  0.0285
H8 -1.918 -2.999 -4.471  0.2098
H9 -2.575 0.950 -4.884  0.2345
C7 -0.063 -3.734 -3.407  -0.3683
C8 -1.351 2.646 -4.039  -0.3556
C9 0.580 -3.095 -2.315  -0.0585
C10 -0.725 2.695 -2.783  -0.0370
H10 0.221 -4.653 -3.874  0.2192
H11 -1.346 3.396 -4.805  0.2351
H12 1.467 -3.427 -1.787  0.2046
H13 -0.082 3.475 -2.386  0.2260
H14 2.399 -0.802 2.335  0.2108
O1 -0.190 0.310 3.282  -0.5719
C11 0.264 1.437 3.061  0.6535
N7 0.248 2.032 1.802  -1.0945
S1 0.512 3.663 1.752  2.2560
O2 1.664 4.055 0.990  -0.9025
O3 -0.756 4.306 1.387  -0.9699
C12 0.875 3.683 3.463  -0.2455
C13 1.320 4.834 4.099  -0.2054
C14 1.742 4.700 5.423  -0.1849
C15 1.737 3.434 6.034  -0.1955
C16 1.290 2.293 5.353  -0.1542
C17 0.873 2.416 4.019  -0.1489
H15 1.322 5.778 3.551  0.2389
H16 2.067 5.587 5.964  0.2267
H17 2.100 3.352 7.058  0.2269
H18 1.265 1.313 5.824  0.2396



No. 2
This record from the OMol25 dataset describes a structure of composition C17H18BClEuN6O2. The level of theory is the ωB97M-V functional and the def2-TZVPD basis.

Results
F_max = 2.97 eV/Å
net charge = +2
DFT total energy = -63469.7344 eV
lowest unoccupied orbital energy (alpha / beta) = -8.74 / -11.27 eV
<S²> = 15.796
HOMO-LUMO gap (alpha / beta) = 5.62 / 3.10 eV
2S+1 = 8

Each line ends with the Löwdin charge.
Cartesian coordinates (Å):
C1 0.194 3.191 -0.747  -0.1445
N1 0.458 1.932 -1.135  -0.1400
N2 0.600 1.951 -2.535  -0.0068
C2 0.409 3.223 -2.977  -0.0116
C3 0.170 4.046 -1.864  -0.0214
B1 0.755 0.531 -3.229  -0.4683
N3 1.850 -0.421 -2.619  -0.0420
N4 1.883 -0.776 -1.272  -0.1003
C4 2.933 -1.612 -1.117  -0.1422
C5 3.569 -1.820 -2.358  -0.0296
C6 2.832 -1.067 -3.277  -0.0393
Eu1 -0.186 -0.014 0.165  2.0213
N5 -0.594 -0.271 -3.152  -0.0365
N6 -1.140 -0.738 -1.949  -0.1308
C7 -2.261 -1.442 -2.282  -0.1117
C8 -2.451 -1.399 -3.683  -0.0173
C9 -1.366 -0.662 -4.180  -0.0294
H1 -2.873 -1.950 -1.542  0.1119
H2 -1.072 -0.405 -5.181  0.1353
H3 -3.239 -1.838 -4.259  0.1057
H4 1.021 0.732 -4.386  0.1231
H5 2.913 -0.972 -4.349  0.1354
H6 0.407 3.496 -4.008  0.1335
H7 4.427 -2.420 -2.575  0.1029
H8 -0.029 5.100 -1.897  0.1075
H9 3.214 -2.030 -0.154  0.1043
H10 0.009 3.444 0.306  0.1125
H11 -0.328 -2.489 0.539  -0.0247
C10 0.134 -2.848 1.483  -0.0451
H12 0.816 -3.675 1.237  0.0610
H13 0.738 -2.060 1.976  0.0042
H14 -0.649 -3.163 2.191  0.0513
Cl1 1.046 -0.129 7.140  0.9218
C11 0.126 0.120 5.717  -0.5699
C12 -1.256 -0.120 5.742  -0.0111
C13 -2.007 0.108 4.590  0.0668
C14 -1.415 0.636 3.431  -0.0680
C15 -0.023 0.833 3.397  -0.0183
C16 0.749 0.556 4.535  -0.0066
C17 -2.376 0.936 2.291  -0.5579
O1 -3.555 1.033 2.601  0.1681
O2 -1.900 1.074 1.086  -0.2202
H15 -1.750 -0.481 6.643  0.1411
H16 -3.070 -0.094 4.629  0.1487
H17 0.464 1.266 2.512  0.1006
H18 1.828 0.686 4.517  0.1366



No. 3
This record from the OMol25 dataset describes a structure of composition C17H18BN7O4Re. The level of theory is the ωB97M-V functional and the def2-TZVPD basis.

Results
F_max = 4.01 eV/Å
net charge = +2
DFT total energy = -39328.7155 eV
lowest unoccupied orbital energy (alpha / beta) = -8.63 / -9.82 eV
<S²> = 3.772
HOMO-LUMO gap (alpha / beta) = 6.09 / 4.89 eV
2S+1 = 4

Each line ends with the natural charge from an NBO analysis.
Cartesian coordinates (Å):
H1 1.493 -1.428 -2.117  0.2702
N1 0.527 0.474 -2.151  -0.3704
B1 -0.834 2.513 -2.998  0.5036
N2 0.000 1.244 -3.239  -0.3020
C1 0.412 0.731 -4.392  0.1291
Re1 0.056 0.931 -0.318  1.9548
H2 0.160 1.268 -5.290  0.2724
C2 1.096 -0.452 -4.141  -0.2844
H3 1.504 -1.101 -4.877  0.2837
C3 1.135 -0.621 -2.750  0.0570
H4 -1.220 3.052 -4.015  0.0388
C4 0.891 1.380 3.406  -0.8689
H5 1.201 0.816 4.297  0.2633
H6 -0.213 1.373 3.352  0.2072
H7 1.228 2.422 3.500  0.2335
N3 0.143 3.392 -2.240  -0.3228
N4 -1.932 2.245 -1.992  -0.3036
N5 0.712 2.955 -1.056  -0.4170
N6 -1.708 1.501 -0.772  -0.3880
C5 0.595 4.603 -2.554  0.0653
C6 -3.183 2.663 -2.025  0.1429
H8 0.216 5.059 -3.464  0.2597
H9 -3.449 3.285 -2.858  0.2722
C7 1.465 5.006 -1.568  -0.3051
C8 -3.889 2.147 -0.941  -0.2822
C9 1.515 3.954 -0.629  0.0365
C10 -2.972 1.418 -0.190  0.0552
H10 1.979 5.944 -1.547  0.2744
H11 -4.935 2.289 -0.771  0.2887
H12 2.081 3.906 0.289  0.2549
H13 -3.106 0.809 0.685  0.2666
H14 1.342 0.928 2.503  0.1787
O1 1.932 -0.986 1.014  -0.6117
C11 0.797 -1.477 1.168  0.7796
O2 -0.287 -0.842 0.716  -0.7319
C12 0.601 -2.837 1.871  -0.1103
C13 -0.609 -3.556 1.819  -0.1811
C14 -0.741 -4.766 2.495  -0.1865
C15 0.340 -5.281 3.235  0.0886
C16 1.557 -4.583 3.276  -0.1794
C17 1.682 -3.383 2.586  -0.1662
N7 0.210 -6.517 3.959  0.4801
O3 -0.885 -7.125 3.907  -0.3373
O4 1.194 -6.939 4.614  -0.3325
H15 -1.455 -3.178 1.239  0.2292
H16 -1.653 -5.359 2.500  0.2717
H17 2.368 -5.015 3.859  0.2750
H18 2.640 -2.860 2.604  0.2485



No. 4
This record from the OMol25 dataset describes a cluster of 3 separate species, C17H18Br4N2O5 in total. The level of theory is the ωB97M-V functional and the def2-TZVPD basis.

Results
F_max = 1.24 eV/Å
DFT total energy = -311307.6618 eV
lowest unoccupied orbital energy = -1.10 eV
SMILES string = COCC1=C(O)C(=O)c2cc(N)cc(N=C=O)c2C1=O.BrCCBr.BrCCBr
HOMO-LUMO gap = 7.95 eV
2S+1 = 1

Each line ends with the natural charge from an NBO analysis.
Cartesian coordinates (Å):
C1 4.349 -3.567 -0.862  -0.2424
O1 4.031 -2.193 -1.025  -0.5336
C2 3.412 -1.568 0.070  -0.0868
C3 1.940 -1.267 -0.143  -0.1113
C4 1.457 -0.024 -0.151  0.2384
O2 2.217 1.108 -0.004  -0.6960
C5 -0.007 0.229 -0.328  0.4936
O3 -0.447 1.249 -0.802  -0.5071
C6 -0.922 -0.877 0.101  -0.0038
C7 -2.215 -0.619 0.478  -0.2498
C8 -3.083 -1.639 0.862  0.2031
N1 -4.400 -1.342 1.218  -0.7788
C9 -2.611 -2.954 0.841  -0.2808
C10 -1.310 -3.213 0.450  0.2181
N2 -0.849 -4.594 0.428  -0.5653
C11 -1.006 -5.090 -0.685  0.9025
O4 -1.004 -5.506 -1.765  -0.4654
C12 -0.433 -2.193 0.085  -0.2175
C13 0.987 -2.417 -0.319  0.5462
O5 1.391 -3.466 -0.765  -0.5170
H1 4.288 -3.904 0.175  0.1696
H2 5.386 -3.704 -1.185  0.1769
H3 3.721 -4.194 -1.494  0.1946
H4 3.519 -2.110 1.016  0.1905
H5 3.911 -0.606 0.211  0.1969
H6 2.736 1.253 -0.804  0.4976
H7 -2.574 0.404 0.462  0.2383
H8 -4.846 -2.103 1.709  0.3759
H9 -4.451 -0.501 1.778  0.3839
H10 -3.276 -3.753 1.143  0.2255
Br1 1.518 5.192 4.215  -0.0174
C14 1.744 4.834 2.315  -0.4468
C15 2.624 3.638 2.073  -0.4442
Br2 4.503 4.057 2.363  -0.0230
H11 2.137 5.741 1.869  0.2304
H12 0.741 4.646 1.937  0.2309
H13 2.558 3.320 1.037  0.2387
H14 2.386 2.800 2.721  0.2306
Br3 -4.110 1.006 -1.998  -0.0104
C16 -3.801 2.666 -2.959  -0.4477
C17 -3.067 3.664 -2.104  -0.4497
Br4 -4.237 4.474 -0.776  -0.0215
H15 -4.769 3.022 -3.295  0.2305
H16 -3.196 2.393 -3.821  0.2302
H17 -2.704 4.490 -2.711  0.2272
H18 -2.238 3.217 -1.563  0.2461



No. 5
This record from the OMol25 dataset describes a structure of composition C17H18CrN3O4. The level of theory is the ωB97M-V functional and the def2-TZVPD basis.

Results
F_max = 2.97 eV/Å
net charge = -1
DFT total energy = -59004.3653 eV
energy above the lowest of the compared OMol25 structures with the same formula, charge and spin = 0.3414 eV
lowest unoccupied orbital energy (alpha / beta) = 2.59 / 2.58 eV
<S²> = 6.016
HOMO-LUMO gap (alpha / beta) = 5.30 / 6.06 eV
2S+1 = 5

Each line ends with the natural charge from an NBO analysis.
Cartesian coordinates (Å):
Cr1 -0.316 -0.659 0.221  1.3207
C1 -2.209 1.170 2.201  -0.2016
O1 -1.266 0.953 1.207  -0.9727
H1 -1.820 0.839 3.174  0.1270
H2 -2.362 2.263 2.198  0.1277
H3 -3.217 0.769 2.008  0.1247
C2 -0.547 -3.247 -0.224  0.9385
O2 -0.729 -4.488 -0.402  -0.8099
O3 -1.020 -2.684 0.830  -0.8851
O4 0.114 -2.413 -0.941  -0.8885
N1 1.108 0.526 -1.074  -0.4633
C3 1.538 1.756 -0.790  0.0604
C4 2.461 2.473 -1.564  -0.2638
C5 2.858 1.947 -2.785  -0.1760
C6 2.293 0.745 -3.180  -0.2601
C7 1.477 0.057 -2.289  0.0531
H4 1.333 2.221 0.167  0.2083
H5 2.859 3.392 -1.159  0.2132
H6 3.477 2.608 -3.380  0.2111
H7 2.445 0.232 -4.120  0.2220
H8 1.136 -0.943 -2.527  0.2542
N2 -2.298 -0.419 -1.190  -0.4375
C8 -2.353 0.639 -2.015  0.0669
C9 -3.537 1.281 -2.403  -0.2782
C10 -4.699 0.892 -1.755  -0.1676
C11 -4.669 -0.201 -0.882  -0.2714
C12 -3.477 -0.826 -0.675  0.0587
H9 -1.450 1.163 -2.306  0.1822
H10 -3.410 2.173 -3.001  0.2085
H11 -5.630 1.427 -1.891  0.2021
H12 -5.527 -0.494 -0.294  0.2167
H13 -3.315 -1.700 -0.052  0.2419
N3 1.498 -0.929 1.709  -0.4560
C13 2.373 -1.925 1.554  0.0692
C14 3.509 -2.046 2.316  -0.2643
C15 3.737 -1.125 3.318  -0.1776
C16 2.881 -0.043 3.452  -0.2614
C17 1.761 0.022 2.607  0.0452
H14 2.218 -2.535 0.669  0.2352
H15 4.108 -2.944 2.247  0.2141
H16 4.590 -1.337 3.953  0.2046
H17 3.063 0.618 4.289  0.2097
H18 1.015 0.789 2.776  0.2193



> Which value of 2S+1 does entry 4 give?

1



> Which of these has the highest 2S+1?

C17H18BClEuN6O2



> Which of these has the highest F_max?

C17H18BN7O4Re